The following is a quantum chemistry calculation of a structure of composition C40H38Cl4FN8O10ReS in a non-equilibrium geometry, from the Open Molecules 2025 dataset.

- 2S+1: 4
- Frontier orbital gap (spin up / spin down): 5.8 / 5.8 eV
- Strongest force on any atom: 1.3 eV/A
- Charge: +1
- Energy: -140259.3029 eV

```
103
C40H38Cl4FN8O10ReS ωB97M-V with the def2-TZVPD basis set
Re -0.91988 0.11896 -0.50786
Cl 5.68526 1.41970 3.07383
C 4.07191 1.18772 2.48129
C 3.22222 2.27064 2.37269
C 1.95909 2.06757 1.85778
Cl 0.91201 3.43949 1.63219
C 1.48313 0.80924 1.44855
O 0.25780 0.75515 0.94405
C 2.36899 -0.26259 1.61621
Cl 1.86633 -1.85673 1.22149
C 3.64896 -0.07398 2.11210
H 3.54280 3.25871 2.67340
H 4.30563 -0.92655 2.21597
F 1.39409 5.01757 -4.55758
C 0.42653 5.16060 -3.63111
C 0.05566 4.07252 -2.89936
C -0.89716 4.21930 -1.88604
C -1.28377 3.07000 -1.09535
O -0.63752 2.00675 -1.26061
C -2.34069 3.24473 -0.17328
C -2.82224 4.50303 0.03416
N -2.38475 5.60245 -0.60730
C -2.89865 6.89879 -0.21182
C -2.90885 7.23940 1.24572
C -1.94061 7.91896 0.32682
C -1.45778 5.47583 -1.63322
C -1.09630 6.56117 -2.43429
C -0.15077 6.42596 -3.43816
N 0.17058 7.54613 -4.23826
C 0.48786 8.81905 -3.60827
C -0.28694 9.91960 -4.35037
N -0.51566 9.43284 -5.75552
C 0.70432 8.73569 -6.28114
C 0.85117 7.40290 -5.52285
C -2.97553 2.13074 0.62909
O -3.89664 2.41282 1.36203
O -2.52073 0.92301 0.46036
H 0.49130 3.09270 -3.09238
H -3.59390 4.64619 0.77978
H -3.73138 7.24344 -0.81324
H -2.50614 6.50586 1.93213
H -3.75858 7.78972 1.62286
H -0.90075 7.62609 0.40612
H -2.10199 8.95866 0.07584
H -1.57870 7.51665 -2.28055
H 1.56504 9.01553 -3.66199
H 0.21679 8.81112 -2.55768
H 0.27040 10.85277 -4.39027
H -1.26180 10.10636 -3.90565
H -0.80831 10.19389 -6.36554
H -1.26537 8.74046 -5.71881
H 1.54948 9.39971 -6.11896
H 0.59431 8.57499 -7.35001
H 1.91414 7.17265 -5.43053
H 0.38278 6.59726 -6.08177
C 6.62301 2.09626 -0.82200
C 5.32487 1.54025 -1.34669
C 4.10718 2.09586 -0.95745
C 2.90937 1.56713 -1.40670
C 2.92546 0.46745 -2.25612
C 4.12271 -0.09301 -2.66747
C 5.31499 0.44836 -2.21028
S 1.39721 -0.17443 -2.87434
O 1.67769 -1.34165 -3.65559
O 0.72463 0.91499 -3.54959
O 0.67604 -0.59621 -1.58542
H 6.51074 3.13743 -0.51957
H 7.40976 2.03697 -1.57543
H 6.95538 1.52723 0.04942
H 4.09566 2.94324 -0.28124
H 1.96339 2.00890 -1.11099
H 4.10623 -0.95378 -3.32408
H 6.25563 0.01293 -2.52827
C -3.39519 -3.61679 1.85394
C -2.58322 -4.60382 2.65090
C -3.21379 -5.40824 3.59696
C -2.49503 -6.28305 4.39128
Cl -3.33065 -7.27511 5.54789
C -1.11880 -6.36681 4.27977
C -0.48164 -5.58178 3.33528
C -1.19983 -4.72288 2.51533
O -0.45243 -3.97961 1.62870
C -0.75426 -4.09421 0.25362
C -1.39401 -2.87907 -0.39875
O -1.98392 -3.03046 -1.44817
O -1.18763 -1.74263 0.23680
H -4.38405 -3.50517 2.29554
H -3.52774 -3.94173 0.81895
H -2.90919 -2.64135 1.83784
H -4.28689 -5.33408 3.72624
H -0.55805 -7.03955 4.91466
H 0.59410 -5.62133 3.21631
H -1.37111 -4.96484 0.03536
H 0.19789 -4.21405 -0.27145
N -2.69626 -1.87609 -5.02074
N -2.79341 -1.22561 -3.82403
N -3.94994 -1.02657 -3.21407
C -3.55388 -0.46979 -2.08985
N -2.21468 -0.35390 -2.06185
N -1.74656 -0.83742 -3.20090
H -3.45754 -1.62860 -5.63137
H -1.76454 -1.76487 -5.39280
H -4.20154 -0.18071 -1.27806
```